(1)
{
  "formula": "C28H36Cl2N9O3Ru",
  "method": "ωB97M-V/def2-TZVPD",
  "homo_ev": [-4.54, -7.28],
  "e_above_lowest_kcal_mol": 18.6,
  "multiplicity": 2,
  "total_charge": 0,
  "lumo_energy_ha": [0.0183, 0.0179],
  "homo_lumo_gap_ev": [5.04, 7.77],
  "symbols": ["Ru", "O", "N", "N", "O", "C", "C", "C", "C", "C", "C", "H", "H", "H", "H", "H", "Cl", "C", "C", "C", "Cl", "C", "C", "C", "C", "N", "C", "C", "O", "H", "H", "H", "H", "C", "N", "C", "C", "N", "C", "C", "N", "C", "C", "N", "C", "N", "C", "C", "C", "N", "C", "H", "H", "H", "H", "H", "H", "H", "H", "H", "H", "H", "H", "H", "H", "H", "H", "H", "H", "H", "H", "H", "H", "H", "H", "C", "H", "H", "H"],
  "coordinates": [[-0.225126, 0.012734, 0.121991], [0.133047, 2.205922, 0.848043], [0.603681, 3.082427, 0.052469], [0.833271, 2.721398, -1.158824], [0.603610, 1.517795, -1.613092], [1.320183, 3.695748, -2.037170], [1.346594, 3.445914, -3.408273], [1.774376, 4.435899, -4.271116], [2.191569, 5.665604, -3.783197], [2.195766, 5.896207, -2.412879], [1.762884, 4.921868, -1.537818], [1.022156, 2.484425, -3.774605], [1.785237, 4.244617, -5.333305], [2.519750, 6.437873, -4.464947], [2.549562, 6.841307, -2.027526], [1.757230, 5.076063, -0.471164], [4.079496, -0.315710, 3.599132], [2.586123, -1.188340, 3.690950], [2.285763, -1.871315, 4.855031], [1.081640, -2.550868, 4.951360], [0.737093, -3.409484, 6.417321], [0.139474, -2.565146, 3.905203], [-1.105001, -3.216123, 3.962290], [-1.943451, -3.174067, 2.846891], [-1.534822, -2.503783, 1.718096], [-0.360193, -1.844203, 1.631655], [0.473352, -1.863483, 2.704954], [1.696574, -1.172207, 2.609258], [1.961359, -0.450772, 1.452637], [2.972992, -1.878704, 5.686168], [-1.395260, -3.751667, 4.850916], [-2.908186, -3.660082, 2.871470], [-2.150389, -2.459167, 0.827605], [-1.797393, 1.112108, 2.620697], [-2.797522, 1.783016, 1.832344], [-3.165710, 3.119607, 2.242575], [-4.208174, 3.483749, 1.200483], [-3.828251, 2.668233, 0.056866], [-4.858512, 2.571378, -0.952598], [-3.026772, 1.613027, 0.493097], [-2.554956, 0.605084, -0.155577], [-2.816990, 0.332411, -1.551477], [-2.433032, -1.118599, -1.883238], [-1.016188, -1.313095, -1.707633], [-0.385101, -2.395953, -1.987760], [0.995195, -2.417713, -1.930727], [1.748345, -1.301925, -2.464306], [1.495783, -3.751671, -2.207303], [0.258684, -4.540992, -2.638477], [-0.840825, -3.621223, -2.410248], [-2.158822, -4.189906, -2.274726], [-2.245971, 0.737525, 3.544109], [-0.977474, 1.793577, 2.867722], [-1.389252, 0.270528, 2.047889], [-2.293367, 3.785852, 2.197074], [-3.557698, 3.119986, 3.261575], [-4.197599, 4.541440, 0.932190], [-5.218161, 3.216404, 1.542538], [-5.429471, 3.499165, -0.931784], [-5.548180, 1.741592, -0.759897], [-4.431133, 2.467141, -1.946986], [-2.222514, 1.002187, -2.190318], [-3.878313, 0.440852, -1.797713], [-2.714733, -1.307104, -2.928624], [-3.026047, -1.776537, -1.233300], [1.374487, -0.374198, -2.021795], [1.656707, -1.240818, -3.556825], [2.797792, -1.430140, -2.206320], [1.939503, -4.169532, -1.295117], [2.262241, -3.731965, -2.985661], [0.140032, -5.456304, -2.052573], [0.294529, -4.816047, -3.700906], [-2.172620, -5.132157, -2.821929], [-2.913685, -3.540202, -2.709212], [-2.422594, -4.390745, -1.231089], [2.974597, -1.013006, 0.627947], [3.156305, -0.272398, -0.150205], [2.631842, -1.953714, 0.184565], [3.892606, -1.190856, 1.194288]],
  "forces_ev_per_angstrom": [[-0.8, 0.0, -1.2], [0.2, -0.6, -0.3], [-0.1, -0.1, 0.0], [-0.6, -0.8, 1.5], [-0.6, -0.9, 0.7], [0.4, 1.1, -0.9], [-0.2, -0.3, 0.5], [0.1, 0.3, 0.0], [0.0, 0.0, 0.0], [0.0, 0.0, -0.2], [-0.1, -0.3, 0.0], [0.0, 0.0, 0.0], [0.0, 0.0, -0.1], [0.0, 0.0, 0.0], [0.0, 0.1, 0.0], [0.0, 0.1, 0.0], [0.1, 0.2, 0.1], [-0.2, 0.1, -0.3], [-0.2, -0.2, 0.0], [0.2, 0.2, -0.3], [0.0, 0.0, 0.2], [0.2, 0.1, 0.0], [-0.3, -0.2, 0.1], [0.1, 0.1, -0.3], [-0.7, -0.3, 0.0], [-0.1, 1.8, -1.5], [0.7, 0.3, 0.2], [-0.1, -0.2, 0.4], [-0.4, 0.1, 0.0], [0.1, 0.1, 0.0], [0.0, 0.0, 0.1], [0.0, -0.1, -0.1], [-0.1, 0.0, 0.1], [0.2, -0.4, 0.1], [-0.1, 0.4, -0.2], [0.0, 0.2, 0.0], [-0.1, 0.1, 0.3], [0.3, -0.1, 0.2], [0.0, -0.2, -0.3], [-0.2, 0.1, 0.4], [1.6, -0.6, -0.1], [-0.1, -0.2, -0.3], [-0.3, 0.3, 0.0], [0.6, 0.7, 1.6], [0.2, -0.4, -0.2], [-0.1, -0.3, -0.1], [-0.2, 0.4, 0.1], [0.1, -0.2, 0.2], [0.2, -0.2, -0.3], [0.3, 0.4, 0.1], [-0.3, 0.2, 0.1], [0.0, 0.0, -0.1], [-0.1, -0.1, -0.1], [-0.3, 0.2, 0.5], [0.0, 0.0, 0.0], [0.0, 0.0, -0.1], [0.0, 0.0, 0.0], [0.1, 0.0, 0.0], [0.0, 0.0, 0.0], [0.0, 0.0, 0.0], [-0.1, 0.0, 0.0], [-0.1, -0.1, 0.0], [0.1, 0.0, -0.1], [0.0, 0.0, 0.1], [0.0, 0.1, -0.1], [0.3, -0.2, -0.3], [0.0, 0.0, 0.0], [0.0, 0.0, 0.0], [0.0, 0.0, -0.2], [-0.1, 0.0, 0.0], [-0.1, 0.1, 0.0], [0.0, -0.1, 0.2], [0.0, 0.0, 0.0], [0.0, -0.1, 0.0], [0.0, 0.0, 0.0], [0.3, -0.2, -0.1], [0.1, -0.1, 0.0], [-0.1, 0.1, 0.0], [-0.1, 0.1, -0.1]],
  "lowdin_charge": [1.18, -0.21, -0.01, -0.24, -0.20, -0.18, -0.01, -0.09, -0.09, -0.08, -0.02, 0.11, 0.10, 0.10, 0.10, 0.10, 0.71, -0.59, -0.15, -0.61, 0.68, -0.19, -0.08, -0.10, -0.19, -0.02, -0.17, -0.25, -0.19, 0.10, 0.07, 0.09, 0.07, -0.07, -0.10, -0.13, -0.14, -0.08, -0.06, -0.34, 0.04, -0.24, -0.24, 0.02, -0.36, -0.12, -0.06, -0.12, -0.12, -0.07, -0.04, 0.10, 0.08, 0.02, 0.13, 0.13, 0.12, 0.13, 0.09, 0.10, 0.08, 0.12, 0.09, 0.12, 0.10, 0.03, 0.10, 0.08, 0.12, 0.12, 0.12, 0.12, 0.09, 0.07, 0.10, -0.09, 0.09, 0.08, 0.06]
}



(2)
{
  "formula": "C2H7N5",
  "method": "ωB97M-V/def2-TZVPD",
  "homo_ev": -9.01,
  "smiles": "[H]/N=C(\\C=N/N)NN",
  "e_above_lowest_kcal_mol": 85.2,
  "total_charge": 0,
  "lumo_energy_ha": 0.0328,
  "homo_lumo_gap_ev": 9.91,
  "symbols": ["C", "C", "H", "H", "H", "H", "H", "H", "H", "N", "N", "N", "N", "N"],
  "coordinates": [[-0.719291, 0.298407, -0.006974], [0.390216, 0.357869, 1.063304], [0.785599, 2.587726, -1.493656], [0.956467, 1.333462, -2.515136], [-1.221421, 1.116783, -1.770410], [-1.864493, -0.747076, 0.943428], [0.864596, 1.224024, 1.498476], [-0.356285, -2.270749, 0.649847], [1.186649, -2.722265, 1.315151], [0.721016, 1.540309, -1.507154], [-0.554330, 1.146177, -1.050273], [-1.714753, -0.517440, -0.118853], [0.973120, -0.785066, 1.260616], [0.806852, -2.021060, 0.706282]],
  "forces_ev_per_angstrom": [[0.5, 0.4, -0.3], [-0.9, -3.8, -1.8], [-0.2, -1.3, 0.3], [-0.9, -0.5, 1.5], [-1.3, -0.3, -0.6], [-0.1, -0.3, -2.4], [-0.3, 0.2, 0.0], [4.1, 0.8, -0.4], [0.5, 0.1, 0.4], [1.2, 1.9, -0.8], [1.6, 1.1, -0.9], [0.1, 0.2, 4.1], [1.5, 1.4, 1.3], [-5.7, 0.3, -0.3]],
  "nbo_charge": [0.39, -0.07, 0.35, 0.36, 0.37, 0.32, 0.22, 0.35, 0.37, -0.67, -0.45, -0.71, -0.21, -0.61]
}



(3)
{
  "formula": "C7H12FN3",
  "method": "ωB97M-V/def2-TZVPD",
  "homo_ev": [-15.54, -19.00],
  "multiplicity": 3,
  "total_charge": 2,
  "lumo_energy_ha": [-0.3248, -0.4145],
  "homo_lumo_gap_ev": [6.70, 7.72],
  "symbols": ["C", "C", "C", "C", "C", "C", "C", "N", "N", "N", "F", "H", "H", "H", "H", "H", "H", "H", "H", "H", "H", "H", "H"],
  "coordinates": [[-1.538528, 0.793386, 1.440798], [2.256927, 0.715339, -0.790232], [1.152847, -1.278604, 0.143292], [-0.607955, -0.236162, 1.725638], [-0.663921, 0.333997, -0.518033], [-2.036478, 2.275316, -0.472389], [0.913415, -2.316530, -0.920231], [2.393872, -0.452135, -0.349711], [-1.413065, 1.182094, 0.155791], [-0.039062, -0.529213, 0.379078], [0.473039, -1.614503, -2.060258], [-2.007124, 1.293386, 2.300537], [3.055275, 1.249742, -1.215430], [1.444469, -1.867730, 1.057296], [0.049121, 0.266992, 2.462983], [-1.128861, -1.201588, 2.239207], [-0.715790, 0.462670, -1.567752], [-2.380619, 2.860909, 0.396822], [-3.027317, 2.128800, -0.995348], [-1.369524, 2.708405, -1.245747], [0.009319, -2.901116, -0.614191], [1.922813, -2.729700, -1.186941], [3.257148, -1.143756, -0.365178]],
  "forces_ev_per_angstrom": [[-1.2, 1.8, 0.5], [0.9, -2.3, 0.8], [-0.2, -0.8, 0.6], [0.1, -2.9, 1.2], [0.6, -0.2, 1.3], [-2.6, 2.2, -0.7], [-0.1, 0.7, -1.3], [-0.9, -1.7, 0.8], [-0.6, -2.0, 0.9], [0.0, 1.0, -0.1], [0.4, -0.2, 0.3], [-0.2, 0.3, -1.1], [0.8, 1.5, -0.8], [-0.1, 1.1, -0.6], [0.6, -1.0, -0.2], [1.3, 2.0, -1.1], [0.8, -0.7, -0.9], [0.7, 0.9, -0.9], [1.1, -0.9, 0.5], [-0.3, 0.3, 1.0], [1.4, -0.4, -0.2], [-1.4, -0.8, 0.2], [-1.3, 2.2, -0.3]],
  "nbo_charge": [0.09, 0.48, 0.09, -0.30, 0.26, -0.46, 0.02, -0.54, -0.26, -0.40, -0.36, 0.28, 0.23, 0.28, 0.27, 0.29, 0.27, 0.26, 0.28, 0.25, 0.25, 0.21, 0.50]
}